Entry from the OMol25 dataset: a single C3H3NO2 molecule in a non-equilibrium geometry (ωB97M-V/def2-TZVPD).

Values from the calculation:
Spin multiplicity: 1
Calculated total energy, Eh: -321.27832
Strongest force on any atom, eV/A: 4.85
ΔE to the lowest compared entry with this formula, charge and spin, eV: 2.7028
Structure (SMILES): NC(=O)C#CO
Gap between HOMO and LUMO, Ha: 0.37070

CARTESIAN COORDINATES (ANGSTROEM)
C  0.41  0.12  0.09
C  1.64  0.18  -0.02
C  -0.99  0.38  0.04
N  -1.75  -0.76  -0.12
O  -1.53  1.45  0.03
O  2.93  0.05  0.03
H  -1.29  -1.51  0.34
H  -2.73  -0.71  0.10
H  3.30  0.81  -0.48

Results of the Mulliken charge analysis, in e, for atoms 1 through 4:
1. C -0.274
2. C 0.614
3. C 0.260
4. N -0.446

=====

Entry from the OMol25 dataset: C3H3NO2 as an isolated structure in a non-equilibrium geometry (ωB97M-V/def2-TZVPD).

Values from the calculation:
Spin multiplicity: 1
Calculated total energy, Eh: -321.10447
Strongest force on any atom, eV/A: 3.56
ΔE to the lowest compared entry with this formula, charge and spin, eV: 7.4336
Gap between HOMO and LUMO (spin up / spin down), Ha: 0.25326 / 0.25324

CARTESIAN COORDINATES (ANGSTROEM)
C  -1.46  0.42  0.19
C  -0.17  0.70  0.38
C  -1.07  -1.07  0.15
N  0.19  -0.60  0.64
O  -1.45  -2.11  -0.24
O  2.10  -1.45  -0.36
H  -2.35  1.00  0.58
H  0.51  1.60  0.26
H  2.93  -1.21  0.19

Results of the Mulliken charge analysis, in e, for atoms 1 through 4:
1. C -0.311
2. C 0.078
3. C 0.548
4. N -0.167

=====

Entry from the OMol25 dataset: a single C3H3NO2 molecule in a non-equilibrium geometry (ωB97M-V/def2-TZVPD).

Values from the calculation:
Spin multiplicity: 1
Calculated total energy, Eh: -321.30563
Strongest force on any atom, eV/A: 1.23
ΔE to the lowest compared entry with this formula, charge and spin, eV: 1.9596
Structure (SMILES): N#C[C@@H](O)C=O
Gap between HOMO and LUMO, Ha: 0.40475

CARTESIAN COORDINATES (ANGSTROEM)
O  -0.34  -1.12  -1.01
C  -0.03  -0.34  0.12
C  1.10  0.62  -0.30
O  1.37  1.62  0.31
C  -1.11  0.45  0.73
N  -1.86  1.08  1.35
H  -1.27  -1.37  -1.02
H  0.34  -0.96  0.95
H  1.63  0.28  -1.22

Results of the Mulliken charge analysis, in e, for atoms 1 through 4:
1. O -0.509
2. C 0.429
3. C -0.043
4. O -0.426

=====

Entry from the OMol25 dataset: a single C3H3NO2 molecule in a non-equilibrium geometry (ωB97M-V/def2-TZVPD).

Values from the calculation:
Spin multiplicity: 1
Calculated total energy, Eh: -321.28225
Strongest force on any atom, eV/A: 1.10
ΔE to the lowest compared entry with this formula, charge and spin, eV: 2.5959
Gap between HOMO and LUMO, Ha: 0.35457

CARTESIAN COORDINATES (ANGSTROEM)
C  -0.92  -0.21  0.10
O  -0.49  0.92  -0.56
C  0.90  0.98  -0.56
O  1.46  1.89  -1.09
C  1.49  -0.24  0.18
N  0.37  -0.84  0.51
H  0.25  -1.70  1.02
H  -1.55  0.06  0.97
H  -1.51  -0.86  -0.57

Results of the Mulliken charge analysis, in e, for atoms 1 through 4:
1. C -0.267
2. O -0.321
3. C 0.658
4. O -0.463

=====

Entry from the OMol25 dataset: a 2-piece molecular cluster, C3H3NO2 overall in a non-equilibrium geometry (ωB97M-V/def2-TZVPD).

Values from the calculation:
Spin multiplicity: 3
⟨S²⟩: 2.0134
Calculated total energy, Eh: -321.10557
Strongest force on any atom, eV/A: 7.29
ΔE to the lowest compared entry with this formula, charge and spin, eV: 1.9709
Gap between HOMO and LUMO (spin up / spin down), Ha: 0.20237 / 0.27049

CARTESIAN COORDINATES (ANGSTROEM)
C  -2.95  1.68  0.01
C  -0.56  -1.15  -0.21
C  1.62  0.08  0.03
N  0.26  -0.29  -0.12
O  -2.41  0.68  0.11
O  -1.55  -1.75  -0.19
H  1.59  1.21  0.15
H  1.84  -0.24  1.11
H  2.16  -0.22  -0.89

Results of the Mulliken charge analysis, in e, for atoms 1 through 4:
1. C 0.007
2. C -0.945
3. C -0.835
4. N 0.690

=====

Entry from the OMol25 dataset: C3H3NO2S as an isolated structure in a non-equilibrium geometry (ωB97M-V/def2-TZVPD).

Values from the calculation:
Spin multiplicity: 1
Calculated total energy, Eh: -719.39866
Strongest force on any atom, eV/A: 7.53
ΔE to the lowest compared entry with this formula, charge and spin, eV: 4.9417
Gap between HOMO and LUMO, Ha: 0.29617

CARTESIAN COORDINATES (ANGSTROEM)
C  -0.66  -0.10  -0.32
C  1.14  -1.12  -0.22
C  0.19  0.82  -0.13
H  -2.30  -1.30  0.63
H  1.96  -1.79  0.21
H  0.84  2.50  0.65
N  -0.13  -1.43  -0.14
O  1.44  0.28  -0.28
O  -0.06  2.10  -0.20
S  -2.43  0.04  -0.21

Results of the Mulliken charge analysis, in e, for atoms 1 through 4:
1. C 0.275
2. C -0.056
3. C 0.500
4. H 0.177

=====

Entry from the OMol25 dataset: C3H3NO2S as an isolated structure in a non-equilibrium geometry (ωB97M-V/def2-TZVPD).

Values from the calculation:
Spin multiplicity: 1
Calculated total energy, Eh: -719.40735
Strongest force on any atom, eV/A: 5.35
ΔE to the lowest compared entry with this formula, charge and spin, eV: 4.7052
Gap between HOMO and LUMO, Ha: 0.29554

CARTESIAN COORDINATES (ANGSTROEM)
C  -0.52  -0.18  0.12
C  1.34  -1.05  -0.06
C  0.43  0.72  0.08
H  -2.90  -1.37  0.70
H  2.24  -1.57  -0.38
H  -0.39  2.52  0.05
N  0.05  -1.48  0.00
O  1.67  0.23  -0.28
O  0.42  2.06  0.00
S  -2.34  0.12  -0.23

Results of the Mulliken charge analysis, in e, for atoms 1 through 4:
1. C -0.020
2. C -0.074
3. C 0.744
4. H 0.161

=====

Entry from the OMol25 dataset: a single C3H3NO2S molecule in a non-equilibrium geometry (ωB97M-V/def2-TZVPD).

Values from the calculation:
Spin multiplicity: 1
Calculated total energy, Eh: -719.50676
Strongest force on any atom, eV/A: 3.62
ΔE to the lowest compared entry with this formula, charge and spin, eV: 2.0002
Structure (SMILES): Oc1ocnc1S
Gap between HOMO and LUMO, Ha: 0.34875

CARTESIAN COORDINATES (ANGSTROEM)
C  -0.51  -0.26  -0.09
C  1.45  -1.07  -0.07
C  0.33  0.76  -0.16
H  -2.63  -0.75  1.00
H  2.29  -1.78  -0.06
H  -0.70  2.35  0.00
N  0.21  -1.48  -0.13
O  1.58  0.27  -0.22
O  0.19  2.12  -0.06
S  -2.21  -0.16  -0.23

Results of the Mulliken charge analysis, in e, for atoms 1 through 4:
1. C 0.109
2. C 0.013
3. C 0.632
4. H 0.154

=====

Entry from the OMol25 dataset: a single C3H3NO2S molecule in a non-equilibrium geometry (ωB97M-V/def2-TZVPD).

Values from the calculation:
Spin multiplicity: 1
Calculated total energy, Eh: -719.40252
Strongest force on any atom, eV/A: 6.06
ΔE to the lowest compared entry with this formula, charge and spin, eV: 4.8367
Structure (SMILES): O=C[C@H]1ON=CS1
Gap between HOMO and LUMO, Ha: 0.35412

CARTESIAN COORDINATES (ANGSTROEM)
C  1.08  -0.87  -0.21
C  0.10  -0.52  0.81
C  -1.28  0.97  -0.56
H  1.15  -1.99  -0.44
H  0.19  -0.82  1.82
H  -1.64  1.47  -1.40
N  -0.24  1.57  -0.14
O  1.76  0.03  -0.83
O  0.37  0.89  1.08
S  -1.49  -0.73  -0.12

Results of the Mulliken charge analysis, in e, for atoms 1 through 4:
1. C 0.099
2. C -0.123
3. C -0.063
4. H 0.311

=====

Entry from the OMol25 dataset: a single C3H3NO2S molecule in a non-equilibrium geometry (ωB97M-V/def2-TZVPD).

Values from the calculation:
Spin multiplicity: 1
Calculated total energy, Eh: -719.46786
Strongest force on any atom, eV/A: 3.78
ΔE to the lowest compared entry with this formula, charge and spin, eV: 3.0585
Structure (SMILES): O=C1C=COSN1
Gap between HOMO and LUMO, Ha: 0.32708

CARTESIAN COORDINATES (ANGSTROEM)
C  -0.48  0.47  0.34
C  0.76  0.95  0.03
C  -0.86  -0.97  0.48
N  0.41  -1.83  0.39
O  -1.97  -1.40  0.33
O  1.85  0.14  0.00
S  1.82  -1.17  1.11
H  -1.50  0.92  0.38
H  1.06  1.92  -0.28
H  0.46  -2.79  0.46

Results of the Mulliken charge analysis, in e, for atoms 1 through 4:
1. C -0.356
2. C -0.036
3. C 0.533
4. N -0.315

=====

Entry from the OMol25 dataset: a single C3H3NO2S molecule in a non-equilibrium geometry (ωB97M-V/def2-TZVPD).

Values from the calculation:
Spin multiplicity: 1
Calculated total energy, Eh: -719.31468
Strongest force on any atom, eV/A: 6.08
ΔE to the lowest compared entry with this formula, charge and spin, eV: 7.2268
Gap between HOMO and LUMO (spin up / spin down), Ha: 0.25349 / 0.25322

CARTESIAN COORDINATES (ANGSTROEM)
C  -1.22  0.06  0.06
C  0.26  -1.10  0.05
C  -0.08  2.11  -0.09
N  -0.89  1.26  -0.01
O  -3.75  0.55  0.07
O  1.24  -0.29  -0.01
S  -2.79  -0.55  -0.08
H  0.25  -1.73  0.94
H  -0.05  -1.62  -0.86
H  -0.09  3.18  -0.16

Results of the Mulliken charge analysis, in e, for atoms 1 through 4:
1. C 0.100
2. C -0.193
3. C -0.020
4. N -0.019

=====

Entry from the OMol25 dataset: a single C3H3NO3 molecule (ωB97M-V/def2-TZVPD).

Values from the calculation:
Spin multiplicity: 1
Calculated total energy, Eh: -396.55580
Strongest force on any atom, eV/A: 0.93
ΔE to the lowest compared entry with this formula, charge and spin, eV: 1.8676
Structure (SMILES): [H]/N=C(/C=O)OC=O
Gap between HOMO and LUMO, Ha: 0.39068

CARTESIAN COORDINATES (ANGSTROEM)
N  -0.53  1.40  -0.44
C  -0.50  0.22  -0.03
O  0.53  -0.71  -0.04
C  1.82  -0.29  0.05
O  2.17  0.85  0.14
C  -1.79  -0.48  0.32
O  -2.19  -1.26  -0.51
H  0.37  1.72  -0.79
H  2.48  -1.17  0.04
H  -2.37  -0.28  1.25

Results of the Mulliken charge analysis, in e, for atoms 1 through 4:
1. N -0.562
2. C 0.615
3. O -0.225
4. C 0.169

=====

Entry from the OMol25 dataset: a single C3H3NO3 molecule (ωB97M-V/def2-TZVPD).

Values from the calculation:
Spin multiplicity: 1
Calculated total energy, Eh: -396.46339
Strongest force on any atom, eV/A: 0.59
ΔE to the lowest compared entry with this formula, charge and spin, eV: 4.3822
Structure (SMILES): O=COc1co[nH]1
Gap between HOMO and LUMO, Ha: 0.35792

CARTESIAN COORDINATES (ANGSTROEM)
N  -1.18  0.95  -1.05
C  -0.23  0.32  -0.22
O  1.11  0.37  -0.44
C  1.85  -0.39  0.40
O  1.42  -0.97  1.35
C  -1.16  -0.19  0.58
O  -2.19  0.27  -0.25
H  -1.21  0.60  -2.01
H  2.89  -0.38  0.06
H  -1.30  -0.59  1.57

Results of the Mulliken charge analysis, in e, for atoms 1 through 4:
1. N -0.287
2. C 0.257
3. O -0.323
4. C 0.155

=====

Entry from the OMol25 dataset: a single C3H3NO3 molecule (ωB97M-V/def2-TZVPD).

Values from the calculation:
Spin multiplicity: 1
Calculated total energy, Eh: -396.45802
Strongest force on any atom, eV/A: 0.73
ΔE to the lowest compared entry with this formula, charge and spin, eV: 4.5284
Gap between HOMO and LUMO, Ha: 0.35106

CARTESIAN COORDINATES (ANGSTROEM)
N  -0.54  1.29  -0.78
C  -0.49  0.08  -0.48
O  0.54  -0.80  -0.26
C  1.78  -0.33  0.03
O  2.09  0.82  0.16
C  -1.85  -0.46  1.05
O  -1.69  -0.59  -0.26
H  0.37  1.72  -0.81
H  2.46  -1.18  0.11
H  -2.92  -0.66  1.21

Results of the Mulliken charge analysis, in e, for atoms 1 through 4:
1. N -0.595
2. C 0.749
3. O -0.224
4. C 0.167

=====

Entry from the OMol25 dataset: a single C3H3NO3 molecule in a non-equilibrium geometry (ωB97M-V/def2-TZVPD).

Values from the calculation:
Spin multiplicity: 1
Calculated total energy, Eh: -396.44285
Strongest force on any atom, eV/A: 2.21
ΔE to the lowest compared entry with this formula, charge and spin, eV: 4.9411
Structure (SMILES): O=COc1co[nH]1
Gap between HOMO and LUMO, Ha: 0.34064

CARTESIAN COORDINATES (ANGSTROEM)
N  -1.21  0.94  -1.07
C  -0.27  0.35  -0.21
O  1.06  0.38  -0.45
C  1.82  -0.40  0.37
O  1.39  -1.00  1.31
C  -1.17  -0.20  0.62
O  -2.25  0.04  -0.21
H  -1.01  0.72  -2.06
H  2.86  -0.35  0.04
H  -1.23  -0.48  1.66

Results of the Mulliken charge analysis, in e, for atoms 1 through 4:
1. N -0.326
2. C 0.304
3. O -0.316
4. C 0.157

=====

Entry from the OMol25 dataset: a 2-piece molecular cluster, C3H3NO3P overall in a non-equilibrium geometry (ωB97M-V/def2-TZVPD).

Values from the calculation:
Spin multiplicity: 1
Calculated total energy, Eh: -737.83897
Strongest force on any atom, eV/A: 2.99
ΔE to the lowest compared entry with this formula, charge and spin, eV: 5.2772
Charge: -1
Gap between HOMO and LUMO (spin up / spin down), Ha: 0.23714 / 0.23707

CARTESIAN COORDINATES (ANGSTROEM)
C  0.10  1.59  0.67
C  1.30  0.88  0.65
C  1.73  -1.05  -1.39
N  1.81  -1.24  -0.18
O  2.34  1.26  0.98
O  -1.28  1.09  0.41
O  -1.67  2.50  2.58
P  -1.05  1.09  2.03
H  -1.81  3.07  1.73
H  1.83  -1.88  -2.17
H  1.58  0.00  -1.97

Results of the Mulliken charge analysis, in e, for atoms 1 through 4:
1. C -0.091
2. C 0.237
3. C -0.273
4. N -0.651

=====

Entry from the OMol25 dataset: a single C3H3NO3S molecule in a non-equilibrium geometry (ωB97M-V/def2-TZVPD).

Values from the calculation:
Spin multiplicity: 1
Calculated total energy, Eh: -794.76623
Strongest force on any atom, eV/A: 5.22
ΔE to the lowest compared entry with this formula, charge and spin, eV: 1.1973
Structure (SMILES): O=C1COC(=O)N1S
Gap between HOMO and LUMO, Ha: 0.36602

CARTESIAN COORDINATES (ANGSTROEM)
C  -0.14  0.59  -0.68
C  -0.46  -0.90  -1.13
C  0.15  -0.90  1.07
H  0.65  2.62  0.98
H  -1.49  -0.93  -1.47
H  0.26  -1.17  -2.05
N  0.14  0.51  0.65
O  -0.01  1.56  -1.41
O  -0.08  -1.63  -0.01
O  0.46  -1.32  2.09
S  0.51  1.56  1.94

Results of the Mulliken charge analysis, in e, for atoms 1 through 4:
1. C 0.519
2. C -0.202
3. C 0.456
4. H 0.192

=====

Entry from the OMol25 dataset: a single C3H3NOS molecule in a non-equilibrium geometry (ωB97M-V/def2-TZVPD).

Values from the calculation:
Spin multiplicity: 1
Calculated total energy, Eh: -644.18282
Strongest force on any atom, eV/A: 3.20
ΔE to the lowest compared entry with this formula, charge and spin, eV: 2.8331
Gap between HOMO and LUMO, Ha: 0.31714

CARTESIAN COORDINATES (ANGSTROEM)
C  0.12  -0.02  0.00
C  -1.08  -0.64  -0.37
C  -0.13  1.05  0.89
N  -2.20  -0.22  0.14
O  -3.29  -0.73  0.10
S  -1.81  1.24  1.17
H  0.99  -0.30  -0.63
H  -1.20  -1.67  -0.89
H  0.39  1.93  1.36

Results of the Mulliken charge analysis, in e, for atoms 1 through 4:
1. C -0.704
2. C -0.047
3. C -0.044
4. N 0.516

=====

Entry from the OMol25 dataset: a 2-piece molecular cluster, C3H3NOS overall in a non-equilibrium geometry (ωB97M-V/def2-TZVPD).

Values from the calculation:
Spin multiplicity: 1
Calculated total energy, Eh: -644.19212
Strongest force on any atom, eV/A: 3.88
ΔE to the lowest compared entry with this formula, charge and spin, eV: 2.5799
Gap between HOMO and LUMO, Ha: 0.31334

CARTESIAN COORDINATES (ANGSTROEM)
C  -1.14  0.00  0.18
C  0.60  0.20  1.94
C  0.44  -0.40  -1.61
N  -0.57  -0.18  -0.87
O  1.35  -0.24  1.13
S  -0.30  0.87  3.01
H  -1.97  0.70  0.40
H  0.27  -1.12  -2.46
H  1.32  0.16  -1.71

Results of the Mulliken charge analysis, in e, for atoms 1 through 4:
1. C -0.328
2. C 0.720
3. C -0.357
4. N -0.073

=====

Entry from the OMol25 dataset: a single C3H3NOS molecule in a non-equilibrium geometry (ωB97M-V/def2-TZVPD).

Values from the calculation:
Spin multiplicity: 1
Calculated total energy, Eh: -644.23972
Strongest force on any atom, eV/A: 2.64
ΔE to the lowest compared entry with this formula, charge and spin, eV: 1.2846
Structure (SMILES): N#CCOC=S
Gap between HOMO and LUMO, Ha: 0.34253

CARTESIAN COORDINATES (ANGSTROEM)
C  0.91  1.16  0.04
C  -0.09  -0.94  0.06
C  -1.41  -0.46  -0.28
H  -0.02  1.41  0.66
H  0.17  -1.90  -0.47
H  -0.04  -1.19  1.16
N  -2.51  -0.24  -0.47
O  1.00  -0.10  -0.36
S  1.98  2.26  -0.35

Results of the Mulliken charge analysis, in e, for atoms 1 through 4:
1. C 0.074
2. C -0.283
3. C 0.308
4. H 0.225